# 1
Molecular formula: C62H166N21O17P7S5
Method: DFT, ωB97M-V with the def2-TZVPD basis set

Structure (XYZ):
```
278
Properties=species:S:1:pos:R:3:mulliken_charge:R:1
C -2.031 -6.285 -8.404 -1.0954
N -1.245 -5.753 -7.339 0.4972
C -1.757 -4.715 -6.523 -1.2825
P 0.357 -6.265 -7.096 0.4212
O 0.587 -7.347 -8.059 -0.9039
N 1.296 -4.884 -7.273 0.4602
C 1.032 -3.911 -8.320 -1.0194
C 2.721 -5.153 -7.088 -1.2925
N 0.644 -6.544 -5.476 0.5818
C 0.896 -5.634 -4.330 -0.8463
C 0.413 -7.891 -4.957 -1.3866
H -1.723 -7.272 -8.727 0.3026
H -2.052 -5.697 -9.358 0.2891
H -3.044 -6.264 -8.053 0.3728
H -2.729 -5.049 -6.259 0.5689
H -1.813 -3.725 -6.958 0.4192
H -1.262 -4.578 -5.561 0.0924
H 1.688 -4.080 -9.201 0.2793
H 0.019 -4.074 -8.640 0.3254
H 1.171 -2.877 -8.026 0.2579
H 3.339 -5.123 -7.960 0.3883
H 3.222 -4.418 -6.464 0.3586
H 2.880 -6.069 -6.540 0.3571
H 0.086 -5.560 -3.593 -0.1849
H 1.729 -6.033 -3.752 0.6802
H 1.143 -4.603 -4.659 0.2615
H 0.358 -8.675 -5.738 0.4581
H -0.438 -7.894 -4.356 0.2378
H 1.234 -8.171 -4.322 0.3816
C 3.239 2.012 0.559 0.0284
N 4.618 2.453 0.195 1.4743
C 5.492 1.367 -0.282 -0.7650
P 5.261 4.017 -0.003 0.3349
O 4.277 5.101 0.362 -1.0013
N 6.592 4.448 0.888 0.3973
C 7.849 3.657 0.996 -0.9023
C 6.383 5.225 2.065 -0.7746
N 5.888 4.077 -1.515 0.1223
C 4.940 3.737 -2.615 -0.7979
C 6.561 5.360 -1.852 -1.0899
H 2.756 1.958 -0.475 0.0525
H 2.765 2.798 1.079 -0.4328
H 3.196 1.040 1.066 -0.1191
H 5.170 0.809 -1.158 0.4370
H 5.479 0.512 0.473 -0.3703
H 6.528 1.655 -0.418 0.1830
H 7.842 3.091 1.923 0.1918
H 8.144 2.986 0.191 0.3416
H 8.715 4.224 1.163 0.4226
H 6.224 4.500 2.877 0.0454
H 7.185 5.998 2.304 0.3364
H 5.440 5.824 2.026 0.2526
H 4.441 4.668 -3.046 0.3404
H 5.431 3.248 -3.495 0.2244
H 4.140 3.110 -2.168 0.1586
H 7.546 5.165 -2.392 0.2905
H 6.915 5.901 -1.035 0.4667
H 5.915 6.053 -2.409 0.2967
C -2.029 2.968 1.941 0.0783
N -3.341 3.551 2.294 1.4544
C -3.610 4.900 1.791 -0.6075
P -4.375 2.652 3.237 -0.8432
O -4.166 1.156 3.160 -0.5390
N -4.295 3.241 4.800 0.5815
C -3.807 2.354 5.913 -0.6767
C -4.520 4.629 5.152 -1.1051
N -5.785 3.276 2.651 0.8850
C -6.902 3.872 3.363 -1.0759
C -6.080 3.048 1.260 -1.1024
H -1.836 2.885 0.814 -0.0402
H -2.108 1.968 2.350 0.1391
H -1.173 3.460 2.394 -0.8990
H -3.573 4.988 0.654 -0.4215
H -2.903 5.622 2.215 0.2329
H -4.597 5.269 2.076 0.3853
H -3.615 1.327 5.546 0.0450
H -2.853 2.729 6.322 0.1792
H -4.457 2.347 6.755 0.4265
H -5.281 4.705 5.909 0.3466
H -3.562 5.026 5.521 0.3107
H -4.881 5.155 4.275 0.3239
H -7.887 3.334 3.338 0.2656
H -6.748 3.930 4.444 0.2924
H -7.123 4.828 2.927 0.3506
H -6.514 3.981 0.893 0.6153
H -6.789 2.217 1.080 0.3749
H -5.150 2.842 0.733 -0.2371
C -0.735 3.421 5.486 -1.3318
N 0.505 4.073 5.073 1.4114
C 1.724 3.475 5.551 -2.0095
P 0.392 5.602 4.470 -0.0328
O -1.020 5.929 4.156 -0.8296
N 1.195 6.581 5.672 0.3446
C 0.881 6.291 7.048 -0.7962
C 1.381 7.986 5.344 -1.0758
N 1.589 5.730 3.223 0.2774
C 1.088 5.043 1.958 -0.8700
C 3.056 5.414 3.459 -1.5151
H -1.578 3.996 5.249 0.1433
H -0.748 3.275 6.573 0.3422
H -0.833 2.456 4.927 0.2687
H 1.721 3.320 6.639 0.3543
H 2.544 4.060 5.347 0.7798
H 1.812 2.506 5.032 0.4201
H 0.914 5.237 7.227 0.1345
H 1.481 6.796 7.788 0.3352
H -0.133 6.660 7.332 0.2785
H 1.941 8.155 4.423 0.3026
H 0.481 8.582 5.285 0.3077
H 2.054 8.493 6.071 0.3793
H 0.132 5.470 1.630 0.4233
H 1.793 5.292 1.160 0.4479
H 0.945 3.949 2.060 -0.1084
H 3.171 4.358 3.370 0.2687
H 3.426 5.782 4.444 0.3394
H 3.637 5.858 2.688 0.8601
C -1.942 -9.642 -2.604 -1.0376
N -2.872 -8.626 -2.180 0.4181
C -4.145 -9.242 -1.773 -1.1034
P -2.415 -7.000 -1.872 1.0636
O -0.970 -6.854 -2.205 -1.1317
N -3.585 -6.109 -2.752 0.0850
C -3.785 -6.644 -4.086 -0.9031
C -3.370 -4.691 -2.637 -0.0851
N -2.671 -6.487 -0.314 0.9302
C -3.916 -6.229 0.451 -1.0865
C -1.643 -7.161 0.547 -1.1767
H -1.011 -9.173 -2.803 0.2348
H -2.392 -10.209 -3.444 0.3354
H -1.771 -10.370 -1.769 0.3177
H -4.094 -9.556 -0.688 0.2056
H -4.297 -10.140 -2.355 0.3701
H -4.999 -8.541 -1.864 0.3260
H -2.768 -6.504 -4.663 0.0046
H -3.933 -7.675 -3.987 0.3893
H -4.546 -6.083 -4.579 0.4158
H -3.166 -4.405 -1.579 -0.2467
H -2.568 -4.318 -3.335 -0.3283
H -4.342 -4.257 -2.919 0.5341
H -3.789 -5.326 1.072 -0.0012
H -4.753 -5.846 -0.234 0.2781
H -4.320 -7.044 0.984 0.4557
H -1.455 -6.490 1.433 0.3070
H -0.695 -7.331 0.025 0.3337
H -2.059 -8.125 0.963 0.1936
C 0.658 -3.537 -1.286 -1.3408
N 0.603 -2.064 -1.358 1.2346
C 1.897 -1.405 -1.375 -1.2219
P -0.860 -1.389 -1.817 -0.4381
O -2.037 -2.136 -1.299 -0.6499
N -0.717 0.208 -1.194 1.0452
C -1.097 1.364 -1.955 -0.6979
C -0.261 0.307 0.230 0.5053
N -0.879 -1.219 -3.459 1.0579
C 0.268 -0.681 -4.206 -1.0909
C -2.122 -1.062 -4.214 -1.1865
H 1.305 -3.982 -1.991 0.3972
H -0.387 -3.945 -1.299 0.1625
H 1.016 -3.915 -0.312 0.3662
H 2.180 -0.974 -0.394 -0.1762
H 1.916 -0.496 -2.035 0.0592
H 2.702 -2.024 -1.726 0.6772
H -2.055 1.811 -1.660 -0.1645
H -0.365 2.117 -1.727 0.2563
H -1.190 1.146 -3.036 0.0996
H 0.411 1.147 0.232 0.2043
H -1.048 0.426 0.920 -1.0882
H 0.206 -0.614 0.592 -0.2106
H 0.553 0.323 -3.845 0.2302
H 1.178 -1.275 -4.104 0.1932
H -0.033 -0.586 -5.250 0.4957
H -3.043 -1.225 -3.680 0.1299
H -2.111 -1.702 -5.061 0.2176
H -2.273 -0.028 -4.598 0.5338
C 5.731 1.420 6.363 -1.4467
N 5.184 1.310 5.037 0.9260
C 5.620 2.494 4.257 -1.4366
P 4.624 -0.166 4.323 -0.1292
O 3.635 0.267 3.347 -0.1572
N 5.818 -1.028 3.600 0.6009
C 5.630 -1.626 2.291 -1.1828
C 7.049 -1.217 4.343 -0.9814
N 4.059 -1.054 5.593 0.5312
C 4.352 -2.426 5.904 -0.9233
C 2.861 -0.486 6.216 -0.5913
H 6.782 1.686 6.447 0.3344
H 5.586 0.480 6.772 0.5464
H 5.227 2.169 6.982 0.2033
H 5.321 3.372 4.790 0.4829
H 5.136 2.584 3.279 0.1319
H 6.688 2.456 4.163 0.3597
H 4.606 -1.552 2.007 0.2838
H 6.318 -1.232 1.518 0.2332
H 5.895 -2.675 2.335 0.3380
H 7.039 -2.224 4.914 0.2535
H 7.915 -1.138 3.662 0.3402
H 7.061 -0.431 5.065 0.2169
H 5.226 -2.802 5.401 0.2137
H 4.656 -2.489 6.920 0.4080
H 3.537 -3.159 5.810 0.1097
H 2.845 0.651 6.041 -0.0898
H 2.973 -0.657 7.328 0.4816
H 1.987 -0.829 5.671 -0.1080
O -0.030 -5.511 4.204 -0.6893
S 0.191 -4.145 4.562 1.1465
O 1.140 -3.840 5.636 -0.6857
C 0.626 -3.139 3.129 -0.5368
C -0.770 -2.615 2.761 1.6740
C -1.532 -2.213 4.000 -0.1742
C -1.343 -3.344 5.028 -0.9856
H 0.943 -3.876 2.318 0.3849
H 1.317 -2.406 3.424 0.3226
H -0.725 -1.800 2.043 -0.8746
H -1.377 -3.412 2.278 -0.2944
H -2.567 -1.944 3.873 -0.1413
H -1.139 -1.247 4.382 0.1553
H -2.036 -4.160 4.922 0.4270
H -1.338 -3.170 6.116 0.4488
O -2.320 5.604 -3.553 -0.7381
S -2.919 5.308 -2.323 0.9190
O -3.284 3.960 -2.052 -0.2014
C -1.767 6.007 -1.043 0.1686
C -2.225 7.462 -0.832 -0.5678
C -3.455 7.703 -1.696 -1.0471
C -4.268 6.473 -1.843 -0.4653
H -0.746 5.996 -1.374 0.7538
H -1.871 5.382 -0.141 -0.7045
H -2.451 7.602 0.214 0.3873
H -1.487 8.262 -1.167 0.2790
H -3.236 8.100 -2.720 0.3272
H -3.940 8.620 -1.291 0.4145
H -4.998 6.611 -2.639 0.4714
H -4.791 6.121 -0.973 0.2253
O -7.007 0.281 -3.922 -0.6997
S -5.894 1.172 -3.844 1.0743
O -4.635 0.677 -4.398 -0.5097
C -6.470 2.780 -4.520 -0.8419
C -7.284 3.373 -3.357 -0.8464
C -6.621 2.929 -1.995 0.2586
C -5.774 1.715 -2.126 1.6679
H -7.142 2.574 -5.361 0.4558
H -5.644 3.376 -4.823 0.3749
H -7.223 4.452 -3.421 0.3666
H -8.284 2.988 -3.483 0.3786
H -7.410 2.860 -1.235 0.3412
H -6.013 3.884 -1.728 -0.5345
H -6.229 0.790 -1.586 -0.9171
H -4.706 1.870 -1.860 -0.6270
O 6.453 -0.679 -2.191 -0.6021
S 5.918 -1.505 -3.214 0.9805
O 5.018 -2.528 -2.820 -0.6221
C 5.189 -0.371 -4.421 0.2328
C 6.063 -0.461 -5.681 -0.8496
C 7.416 -1.149 -5.374 -0.5403
C 7.127 -2.199 -4.332 -0.6490
H 4.992 0.524 -3.866 -0.0081
H 4.216 -0.828 -4.627 0.0361
H 5.415 -1.022 -6.399 0.2996
H 6.143 0.521 -6.061 0.3815
H 8.095 -0.366 -4.993 0.2858
H 7.873 -1.611 -6.244 0.3734
H 7.892 -2.544 -3.633 0.4324
H 6.697 -3.072 -4.901 0.2769
O -7.380 -2.019 2.016 -0.7749
S -6.188 -2.483 1.307 1.2159
O -6.074 -3.847 0.876 -0.5962
C -5.853 -1.402 -0.079 -1.2235
C -4.587 -0.562 0.413 0.9574
C -3.746 -1.400 1.459 1.0558
C -4.822 -1.984 2.378 -1.4514
H -6.767 -0.812 -0.242 0.6031
H -5.549 -1.997 -0.925 0.3256
H -4.067 -0.439 -0.535 0.0914
H -4.854 0.379 0.879 -0.6780
H -3.024 -0.662 1.699 -0.2470
H -3.146 -2.182 0.904 -0.0970
H -5.277 -1.275 3.044 0.2956
H -4.459 -2.840 2.914 0.7945
```

Computed properties:
* frontier orbital gap: 8.2 eV
* HOMO energy: -8.017 eV
* spin multiplicity: 1
* SMILES: CN(C)P(=O)(N(C)C)N(C)C.CN(C)P(=O)(N(C)C)N(C)C.CN(C)P(=O)(N(C)C)N(C)C.CN(C)P(=O)(N(C)C)N(C)C.CN(C)P(=O)(N(C)C)N(C)C.CN(C)P(=O)(N(C)C)N(C)C.CN(C)P(=O)(N(C)C)N(C)C.O=S1(=O)CCCC1.O=S1(=O)CCCC1.O=S1(=O)CCCC1.O=S1(=O)CCCC1.O=S1(=O)CCCC1
* energy relative to the best compared isomer or geometry (same formula, charge and spin): 420.1 kJ/mol
* net charge: 0


# 2
Molecular formula: C62H39AgAsCl4N4
Method: DFT, ωB97M-V with the def2-TZVPD basis set

Structure (XYZ):
```
111
Properties=species:S:1:pos:R:3:mulliken_charge:R:1
Ag 0.716 -0.277 -0.190 0.0473
Cl 2.018 8.685 2.489 -0.2443
C 1.901 7.018 2.155 0.5297
C 2.844 6.132 2.678 -0.7861
C 2.868 4.811 2.147 -0.2111
C 1.805 4.332 1.345 -0.0733
C 0.839 5.292 0.882 -0.4574
C 0.897 6.607 1.264 -0.9345
C 1.709 3.024 0.808 0.9980
C 1.539 2.843 -0.599 0.1796
C 1.590 3.982 -1.556 -1.1231
C 1.218 3.527 -2.778 -1.4447
C 0.919 2.102 -2.597 -0.3607
C 0.537 1.160 -3.601 1.1382
C -0.476 1.491 -4.619 0.9607
C -1.076 2.754 -4.619 -0.4136
C -1.963 3.063 -5.589 -0.8110
C -2.236 2.165 -6.636 0.2464
Cl -3.244 2.605 -7.989 -0.2447
C -1.643 0.833 -6.563 -1.1313
C -0.934 0.469 -5.457 -0.1746
C 1.062 -0.208 -3.482 -0.4073
N 1.165 -0.943 -2.341 0.6873
C 1.533 -2.174 -2.707 0.2246
C 1.768 -3.277 -1.875 0.7400
C 2.004 -4.599 -2.485 -0.3944
C 3.127 -5.406 -2.285 -0.1089
C 3.454 -6.489 -3.106 -0.7104
C 2.578 -6.941 -4.075 0.3449
Cl 3.241 -8.151 -5.086 -0.2347
C 1.352 -6.312 -4.169 -0.7904
C 1.104 -5.108 -3.424 -0.1905
C 1.947 -3.244 -0.408 0.0282
C 1.997 -4.391 0.485 -1.0347
C 2.254 -3.891 1.754 -1.0335
C 2.214 -2.465 1.674 0.1066
N 1.929 -2.088 0.315 -0.1554
C 2.382 -1.560 2.753 1.0944
C 2.221 -0.162 2.580 0.6068
C 2.358 0.761 3.653 -0.8083
C 1.975 1.982 3.177 -1.4428
C 1.837 1.881 1.687 -0.0659
N 1.929 0.542 1.414 -0.7376
C 2.653 -2.144 4.062 -0.3000
C 1.616 -2.842 4.718 -0.2163
C 1.792 -3.096 6.081 -0.8509
C 3.040 -2.940 6.712 0.5296
Cl 3.372 -3.399 8.337 -0.2330
C 4.111 -2.387 5.955 -0.9311
C 3.874 -1.847 4.685 -0.0273
C 1.884 -2.156 -4.193 -1.0626
C 1.532 -0.940 -4.672 -1.2342
N 1.022 1.771 -1.246 0.8257
H 3.585 6.535 3.384 0.3654
H 3.713 4.119 2.448 0.4528
H 0.009 4.976 0.198 0.4235
H 0.383 7.411 0.703 0.2951
H 1.908 4.968 -1.334 0.6796
H 1.176 4.125 -3.646 0.8030
H -0.752 3.465 -3.837 0.2169
H -2.345 4.149 -5.609 0.2629
H -1.972 0.064 -7.304 0.3038
H -0.628 -0.589 -5.410 0.7386
H 3.832 -5.209 -1.463 0.4151
H 4.465 -6.932 -2.970 0.2960
H 0.572 -6.633 -4.778 0.4992
H 0.237 -4.523 -3.751 0.4874
H 1.963 -5.444 0.122 0.4779
H 2.573 -4.472 2.595 0.5665
H 2.618 0.571 4.708 0.4437
H 2.024 2.896 3.772 0.6036
H 0.708 -3.152 4.246 0.5759
H 1.003 -3.492 6.792 0.2637
H 5.073 -2.070 6.426 0.2776
H 4.480 -1.143 4.085 0.4523
H 2.101 -2.987 -4.789 0.6319
H 1.395 -0.688 -5.734 0.6370
C -3.249 -0.654 5.007 -0.5300
C -2.597 -1.648 4.268 -0.6972
C -1.930 -1.219 3.123 -0.8777
C -2.209 0.100 2.535 -0.1096
C -2.753 1.064 3.348 -0.3183
C -3.268 0.639 4.560 -0.4656
As -1.700 0.483 0.636 1.0807
C -3.024 2.104 0.483 -0.3139
C -4.293 2.008 1.030 -0.0950
C -5.195 3.133 0.921 -0.9422
C -4.814 4.171 0.163 -0.5507
C -3.486 4.263 -0.409 -0.3405
C -2.658 3.224 -0.255 0.4244
C -2.891 -0.731 -0.275 0.3897
C -2.868 -0.747 -1.675 -0.1635
C -3.558 -1.700 -2.406 -0.6655
C -4.400 -2.533 -1.767 -0.4326
C -4.583 -2.509 -0.344 -0.7655
C -3.746 -1.684 0.386 -0.3927
H -3.769 -0.866 5.968 0.3031
H -2.449 -2.659 4.626 0.4578
H -1.300 -1.907 2.557 0.6053
H -2.823 2.121 3.083 0.5992
H -3.853 1.326 5.209 0.2962
H -4.532 1.025 1.488 0.4653
H -6.094 3.018 1.472 0.4653
H -5.493 5.033 0.049 0.2884
H -3.137 5.228 -0.845 0.3594
H -1.657 3.259 -0.741 -0.0381
H -2.413 0.069 -2.234 0.2672
H -3.353 -1.745 -3.479 0.4544
H -5.040 -3.110 -2.382 0.3935
H -5.365 -3.136 0.167 0.3203
H -3.774 -1.754 1.423 0.4518
```

Computed properties:
* frontier orbital gap (spin up / spin down): 5.1 / 4.9 eV
* HOMO energy (spin up / spin down): -3.908 / -3.721 eV
* spin multiplicity: 1
* net charge: -1


no.,electronic energy (a.u.)
1,-9271.4219
2,-6828.4587